[1]
Formula: C39H44N7O10
Source: OMol25
Level of theory: ωB97M-V/def2-TZVPD

Computed properties:
Orbital gap, eV: 8.8535
E_HOMO, eV: -11.14

```
! RIJCOSX wB97M-V def2-TZVPD def2/J DEFGRID3
* xyz 1 1
N -3.608 7.721 1.185
C -5.063 7.439 1.307
C -5.711 7.301 -0.059
C -4.988 6.338 -0.995
C -4.639 4.983 -0.378
N -3.150 4.754 -0.388
C -2.681 4.213 0.937
C -1.199 3.952 0.842
N -0.964 2.830 -0.051
C -1.944 2.675 -1.116
C -2.657 3.933 -1.566
O -1.972 4.830 -2.402
C -0.619 4.649 -2.649
O -0.241 3.859 -3.435
C 0.278 5.592 -1.943
C -0.050 6.953 -1.962
C 0.792 7.872 -1.341
C 1.933 7.425 -0.685
C 2.271 6.072 -0.668
C 1.437 5.159 -1.312
H -3.462 8.712 1.340
H -3.157 7.303 1.992
H -5.185 6.538 1.904
H -5.585 8.224 1.851
H -5.683 8.278 -0.535
H -6.762 7.044 0.057
H -5.637 6.158 -1.848
H -4.113 6.833 -1.407
H -4.939 4.960 0.661
H -5.172 4.178 -0.869
H -2.718 5.679 -0.483
H -2.843 4.980 1.682
H -3.262 3.323 1.152
H -0.857 3.684 1.840
H -0.669 4.870 0.566
H -0.015 2.785 -0.385
H -2.724 2.006 -0.744
H -1.506 2.147 -1.953
H -3.540 3.614 -2.108
H -0.938 7.277 -2.480
H 0.535 8.918 -1.368
H 2.580 8.126 -0.180
H 3.155 5.712 -0.170
H 1.724 4.116 -1.321
C -2.978 -2.439 0.949
C -4.231 -2.784 1.439
C -5.009 -1.841 2.092
C -4.513 -0.560 2.241
C -3.265 -0.200 1.767
C -2.494 -1.147 1.116
N -5.335 0.457 2.912
O -6.417 0.126 3.337
O -4.880 1.589 2.996
H -2.382 -3.177 0.438
H -4.604 -3.791 1.312
H -5.984 -2.104 2.476
H -2.892 0.804 1.901
H -1.515 -0.882 0.741
C 2.597 -6.725 -0.228
C 1.340 -7.070 0.257
C 0.553 -6.124 0.890
C 1.042 -4.836 1.024
C 2.291 -4.473 0.554
C 3.071 -5.429 -0.075
N 0.206 -3.823 1.678
O -0.882 -4.165 2.101
O 0.637 -2.686 1.755
H 3.211 -7.468 -0.725
H 0.974 -8.081 0.141
H -0.422 -6.388 1.271
H 2.656 -3.465 0.677
H 4.052 -5.162 -0.443
C 5.494 -0.532 5.252
C 6.232 -0.342 4.091
C 6.243 -1.317 3.107
C 5.507 -2.470 3.306
C 4.770 -2.681 4.456
C 4.767 -1.700 5.435
N 5.502 -3.503 2.258
O 6.168 -3.302 1.262
O 4.825 -4.493 2.446
H 5.486 0.233 6.017
H 6.801 0.567 3.952
H 6.817 -1.179 2.203
H 4.206 -3.592 4.590
H 4.196 -1.849 6.341
C 2.740 -9.471 -6.557
C 3.970 -8.834 -6.659
C 4.668 -8.484 -5.515
C 4.119 -8.785 -4.282
C 2.894 -9.414 -4.159
C 2.202 -9.758 -5.309
N 4.868 -8.433 -3.066
O 5.929 -7.864 -3.199
O 4.376 -8.733 -1.992
H 2.200 -9.747 -7.452
H 4.387 -8.611 -7.631
H 5.625 -7.989 -5.586
H 2.485 -9.637 -3.185
H 1.244 -10.253 -5.231
*
```

[2]
Formula: C4H8N3S
Source: OMol25
Level of theory: ωB97M-V/def2-TZVPD

Computed properties:
Orbital gap, eV: 8.5778
E_HOMO, eV: -13.03

```
! RIJCOSX wB97M-V def2-TZVPD def2/J DEFGRID3
* xyz 1 1
C -0.768 1.439 0.509
C -1.689 -0.711 -0.019
C -0.148 0.601 -1.512
C 2.190 0.315 -0.121
N -0.240 1.556 -0.637
N -1.514 0.256 0.933
N -1.122 -0.630 -1.172
S 1.449 -0.162 -1.679
H -0.784 2.143 1.263
H -2.154 -1.583 0.210
H -0.244 0.912 -2.503
H 3.283 0.093 -0.104
H 1.920 -0.435 0.715
H 2.071 1.404 0.243
H -1.612 -0.047 1.890
H -1.254 -1.354 -1.853
*
```

[3]
Formula: C3H3Cl2O3
Source: OMol25
Level of theory: ωB97M-V/def2-TZVPD

Computed properties:
Orbital gap, eV: 8.5643
E_HOMO, eV: -5.32

```
! RIJCOSX wB97M-V def2-TZVPD def2/J DEFGRID3
* xyz -1 1
C 2.654 0.420 0.541
C -1.439 -0.791 0.555
C -1.750 0.178 -0.307
O 3.752 0.068 0.363
O 1.776 0.917 1.144
O -0.891 0.720 -1.265
Cl -3.218 0.980 -0.254
Cl 1.709 -0.593 -1.321
H -0.436 -1.115 0.637
H -2.205 -1.190 1.314
H 0.049 0.407 -1.409
*
```

[4]
Formula: H4OSSi
Source: OMol25
Level of theory: ωB97M-V/def2-TZVPD

Computed properties:
Orbital gap, eV: 8.3080
E_HOMO, eV: -9.37

```
! RIJCOSX wB97M-V def2-TZVPD def2/J DEFGRID3
* xyz 0 1
O -1.843 0.770 0.853
Si 1.299 -0.875 -0.731
S 0.885 1.102 -0.630
H -2.274 1.529 0.431
H 0.922 -1.969 -1.718
H 1.861 -1.463 0.482
H -0.851 0.907 1.313
*
```

[5]
Formula: CH7OS
Source: OMol25
Level of theory: ωB97M-V/def2-TZVPD

Computed properties:
Orbital gap, eV: 12.0755
E_HOMO, eV: -16.37

```
! RIJCOSX wB97M-V def2-TZVPD def2/J DEFGRID3
* xyz 1 1
O -1.891 0.727 -0.348
H 0.290 -1.475 -0.563
H -2.625 1.186 0.070
H -2.263 0.522 -1.211
C 1.154 0.686 -0.560
S 0.629 -0.766 0.523
H 0.472 1.509 -0.390
H 2.122 0.978 -0.156
H 1.127 0.273 -1.556
H -0.648 -0.564 0.907
*
```

[6]
Formula: C16H13BF2N3O7S2W
Source: OMol25
Level of theory: ωB97M-V/def2-TZVPD

Computed properties:
Orbital gap (alpha / beta), eV: 7.3784 / 7.3774
E_HOMO (alpha / beta), eV: -11.90 / -11.90

```
! RIJCOSX wB97M-V def2-TZVPD def2/J DEFGRID3
* xyz 1 1
W -1.914 1.274 -0.582
C 3.818 -3.796 -3.180
C 3.035 -2.578 -2.788
C 1.645 -2.631 -2.675
C 0.917 -1.523 -2.291
C 1.596 -0.339 -2.022
C 2.983 -0.249 -2.140
C 3.689 -1.375 -2.520
S 0.743 1.068 -1.514
O -0.577 1.132 -2.248
O 1.600 2.200 -1.571
N 0.026 0.829 -0.092
C 0.545 0.880 1.203
C 1.837 0.744 1.615
C 2.124 0.793 3.000
C 1.138 0.967 3.927
C -0.210 1.116 3.509
C -1.295 1.324 4.384
C -2.553 1.486 3.872
C -2.748 1.442 2.485
N -1.755 1.235 1.633
C -0.487 1.075 2.139
H 3.203 -4.506 -3.729
H 4.197 -4.301 -2.289
H 4.676 -3.530 -3.796
H 1.130 -3.555 -2.903
H -0.162 -1.572 -2.224
H 3.488 0.688 -1.956
H 4.764 -1.316 -2.625
H 2.639 0.602 0.901
H 3.151 0.689 3.322
H 1.366 1.003 4.983
H -1.122 1.360 5.452
H -3.409 1.655 4.508
H -3.735 1.582 2.071
O -4.397 -0.698 -0.332
S -4.505 0.695 -1.084
O -5.802 0.844 -1.585
O -4.000 1.690 -0.073
O -3.345 0.680 -2.046
O -2.375 3.214 -1.385
N -1.727 3.238 -0.359
F -3.007 -1.393 1.436
B -3.126 -0.985 0.198
F -2.059 -1.155 -0.626
*
```

[7]
Formula: C20H22N4O2
Source: OMol25
Level of theory: ωB97M-V/def2-TZVPD

Computed properties:
Orbital gap, eV: 9.0056
E_HOMO, eV: -8.49

```
! RIJCOSX wB97M-V def2-TZVPD def2/J DEFGRID3
* xyz 0 1
N 3.374 7.655 2.368
C 3.135 6.973 1.484
N -1.434 -5.488 0.284
N -2.821 -5.285 2.119
O -0.950 -3.726 -1.103
O -2.529 -2.059 0.557
C -2.022 -5.971 1.368
C -1.618 -4.228 -0.020
C -3.057 -4.060 1.768
C 1.418 -0.414 0.981
C 0.600 1.374 -0.432
C 0.334 -1.165 0.598
C -0.482 0.632 -0.808
C -2.433 -3.401 0.744
C 1.527 0.919 0.497
C -0.652 -0.646 -0.240
N -3.815 -3.406 2.665
C 2.921 6.112 0.291
C 2.162 2.754 2.026
C 3.554 2.375 -0.184
C 1.906 4.154 1.528
C 3.196 3.833 -0.561
C 2.708 1.727 0.962
C 3.080 4.656 0.695
C -1.510 -2.511 -1.626
C -1.868 -1.463 -0.584
H -1.743 -6.962 1.689
H 2.117 -0.866 1.673
H 0.722 2.327 -0.909
H 0.144 -2.157 1.008
H -1.228 1.011 -1.463
H -3.843 -3.778 3.575
H -3.711 -2.422 2.578
H 3.607 6.393 -0.553
H 1.947 6.307 -0.093
H 2.916 2.845 2.863
H 1.254 2.366 2.459
H 4.583 2.366 0.150
H 3.507 1.762 -1.085
H 1.733 4.806 2.384
H 1.018 4.176 0.921
H 3.973 4.219 -1.226
H 2.250 3.867 -1.081
H 3.363 1.013 1.485
H 4.010 4.514 1.255
H -2.460 -2.796 -2.116
H -0.879 -2.097 -2.431
H -2.604 -0.836 -1.059
*
```

[8]
Formula: C7H10
Source: OMol25
Level of theory: ωB97M-V/def2-TZVPD

Computed properties:
Orbital gap, eV: 8.0528
E_HOMO, eV: -7.20

```
! RIJCOSX wB97M-V def2-TZVPD def2/J DEFGRID3
* xyz 0 1
C 0.303 -0.024 0.160
C -0.956 -0.368 -0.361
C 1.566 0.185 0.270
C -0.780 0.869 0.031
C -1.763 -1.515 -0.741
C 2.580 -0.880 0.233
C -1.334 2.184 0.224
H 1.867 1.253 0.475
H -2.790 -1.391 -0.433
H -1.270 -2.260 -0.148
H -1.698 -1.623 -1.854
H 2.174 -1.957 0.211
H 3.229 -1.037 1.121
H 3.391 -0.784 -0.410
H -1.954 2.607 -0.528
H -0.534 2.818 0.691
H -2.031 1.923 1.059
*
```

[9]
Formula: C27H26BeF9O3P
Source: OMol25
Level of theory: ωB97M-V/def2-TZVPD

Computed properties:
Orbital gap, eV: 9.0111
E_HOMO, eV: -14.68

```
! RIJCOSX wB97M-V def2-TZVPD def2/J DEFGRID3
* xyz 2 1
Be 0.649 -1.686 1.311
C 0.992 -3.978 -0.225
O 1.486 -2.813 0.567
C 2.892 -2.597 0.743
C 3.006 -1.837 2.047
O 1.887 -0.946 2.230
C 1.388 -1.045 3.633
C 0.334 -2.133 3.750
O -0.420 -2.057 2.506
C -1.739 -2.697 2.434
H 0.549 -4.728 0.410
H 1.734 -4.364 -0.951
H 0.130 -3.676 -0.827
H 3.357 -2.054 -0.093
H 3.457 -3.565 0.791
H 3.995 -1.305 2.158
H 3.051 -2.590 2.911
H 0.994 -0.038 3.860
H 2.289 -1.170 4.303
H -0.369 -1.878 4.569
H 0.738 -3.181 3.851
H -2.523 -2.258 3.072
H -1.681 -3.813 2.655
H -2.078 -2.553 1.407
F 2.911 5.978 1.343
C 3.438 4.743 1.480
F 4.698 4.739 0.834
F 3.709 4.363 2.789
C 2.566 3.750 0.769
C 3.159 2.481 0.457
C 2.375 1.474 0.002
C 0.970 1.576 -0.028
C 0.426 2.835 0.099
C 1.174 3.919 0.546
P 0.004 0.077 -0.279
C 0.023 0.011 -2.022
C -0.818 0.784 -2.762
C -1.011 0.515 -4.088
C -0.170 -0.365 -4.785
C 0.668 -1.192 -4.014
C 0.840 -0.963 -2.697
C -0.140 -0.357 -6.253
F 1.063 -0.871 -6.715
F -0.209 0.899 -6.777
F -1.137 -1.116 -6.888
C -1.727 0.406 0.092
C -2.119 1.318 1.129
C -3.414 1.726 1.311
C -4.425 1.282 0.394
C -4.056 0.317 -0.520
C -2.753 -0.096 -0.675
C -5.831 1.827 0.440
F -6.454 1.668 -0.806
F -5.839 3.169 0.809
F -6.641 1.149 1.371
H 4.267 2.320 0.583
H 2.860 0.613 -0.417
H -0.655 2.867 -0.120
H 0.610 4.870 0.577
H -1.331 1.645 -2.319
H -1.744 1.098 -4.717
H 1.137 -2.091 -4.461
H 1.626 -1.407 -2.100
H -1.322 1.641 1.791
H -3.645 2.458 2.068
H -4.756 -0.193 -1.169
H -2.444 -0.904 -1.381
*
```

[10]
Formula: C41H48LiN5P2S
Source: OMol25
Level of theory: ωB97M-V/def2-TZVPD

Computed properties:
Orbital gap, eV: 6.8341
E_HOMO, eV: -6.56

```
! RIJCOSX wB97M-V def2-TZVPD def2/J DEFGRID3
* xyz 0 1
Li 0.044 -0.207 1.059
C 1.755 2.607 1.979
P 2.459 0.910 1.862
C 4.163 1.246 2.477
C 5.241 1.577 1.660
C 6.488 1.849 2.207
C 6.675 1.799 3.580
C 5.608 1.470 4.406
C 4.367 1.187 3.856
C 2.821 0.664 0.074
C 3.315 -0.590 -0.289
C 3.700 -0.860 -1.591
C 3.570 0.120 -2.567
C 3.051 1.361 -2.229
C 2.677 1.630 -0.918
C 0.248 2.636 1.921
C -0.564 3.750 2.078
C -1.895 3.266 2.105
C -1.806 1.894 1.987
C -2.943 0.907 2.135
P -2.494 -0.769 1.487
C -3.624 -0.985 0.061
C -3.365 -0.151 -1.028
C -4.119 -0.240 -2.187
C -5.134 -1.185 -2.283
C -5.395 -2.021 -1.208
C -4.647 -1.921 -0.041
C -3.153 -1.988 2.688
C -3.862 -1.700 3.850
C -4.250 -2.713 4.720
C -3.944 -4.034 4.439
C -3.240 -4.341 3.280
C -2.841 -3.327 2.426
N -0.500 1.490 1.868
H 2.226 3.264 1.241
H 2.102 2.970 2.952
H 5.111 1.617 0.585
H 7.316 2.102 1.557
H 7.647 2.012 4.005
H 5.747 1.422 5.479
H 3.542 0.917 4.507
H 3.406 -1.362 0.468
H 4.092 -1.836 -1.849
H 3.869 -0.085 -3.588
H 2.937 2.127 -2.985
H 2.275 2.605 -0.676
H -0.237 4.776 2.195
H -2.800 3.844 2.221
H -3.844 1.264 1.633
H -3.193 0.804 3.193
H -2.569 0.584 -0.967
H -3.909 0.432 -3.011
H -5.724 -1.261 -3.188
H -6.191 -2.754 -1.272
H -4.870 -2.578 0.791
H -4.131 -0.679 4.087
H -4.799 -2.463 5.619
H -4.252 -4.821 5.116
H -2.995 -5.370 3.050
H -2.278 -3.574 1.531
C -1.412 -4.278 -1.718
C -0.043 -3.764 -2.146
N -0.114 -2.437 -2.731
C -0.239 -2.378 -4.182
C 1.110 -2.365 -4.887
C -0.112 -1.325 -1.939
C -0.258 0.008 -2.623
N 0.010 -1.346 -0.656
H -1.337 -5.266 -1.262
H -2.085 -4.350 -2.575
H -1.870 -3.593 -1.002
H 0.412 -4.429 -2.883
H 0.645 -3.752 -1.298
H -0.820 -1.504 -4.463
H -0.824 -3.244 -4.500
H 1.684 -1.486 -4.590
H 0.983 -2.346 -5.971
H 1.696 -3.250 -4.631
H -1.163 0.046 -3.230
H 0.599 0.231 -3.258
H -0.345 0.772 -1.855
H 0.039 -2.286 -0.275
S -2.297 2.963 -2.038
C -0.836 3.743 -2.157
N -0.275 4.270 -1.021
C 0.901 4.934 -0.958
C 1.645 5.126 -2.076
C 1.145 4.589 -3.292
C -0.034 3.915 -3.333
H -0.802 4.079 -0.166
H 1.194 5.278 0.024
H 2.581 5.659 -2.027
H 1.719 4.717 -4.202
H -0.424 3.505 -4.254
N 0.498 -1.850 2.634
H 0.201 -2.813 2.737
H -0.099 -1.296 3.243
H 1.439 -1.761 3.003
*
```

[11]
Formula: C25H47BrGeMgNSi3
Source: OMol25
Level of theory: ωB97M-V/def2-TZVPD

Computed properties:
Orbital gap (alpha / beta), eV: 7.9862 / 5.9901
E_HOMO (alpha / beta), eV: -13.64 / -13.85

```
! RIJCOSX wB97M-V def2-TZVPD def2/J DEFGRID3
* xyz 2 2
Mg -0.400 -0.364 0.171
C -1.633 -3.171 2.629
C -1.963 -1.761 3.113
C -3.410 -1.380 2.816
C -0.959 -0.733 2.621
C 0.414 -1.041 2.520
C 1.364 -0.048 2.296
C 1.003 1.298 2.159
C 2.035 2.380 2.056
C -0.357 1.589 2.149
C -1.318 0.597 2.351
H -2.411 -3.867 2.941
H -0.693 -3.545 3.032
H -1.568 -3.205 1.539
H -1.842 -1.751 4.203
H -3.580 -1.239 1.745
H -3.716 -0.471 3.333
H -4.076 -2.174 3.151
H 0.746 -2.057 2.681
H 2.412 -0.322 2.263
H 2.303 2.732 3.055
H 1.659 3.238 1.498
H 2.948 2.024 1.581
H -0.682 2.609 1.986
H -2.364 0.877 2.356
C -2.829 4.213 -2.166
C -1.619 3.340 -2.002
C -0.436 3.563 -2.703
C 0.671 2.749 -2.507
C 0.533 1.720 -1.604
Br 1.983 0.555 -1.205
N -0.582 1.457 -0.929
C -1.637 2.264 -1.126
H -2.786 4.770 -3.099
H -2.893 4.935 -1.350
H -3.744 3.623 -2.161
H -0.375 4.382 -3.409
H 1.600 2.912 -3.034
H -2.531 2.028 -0.562
C -4.196 -2.700 -3.183
Si -3.423 -2.194 -1.569
C -3.818 -3.534 -0.333
C -4.040 -0.509 -1.032
Ge -0.981 -2.054 -1.792
Si 0.644 -3.884 -1.584
C 2.275 -3.368 -2.307
C -0.207 -5.230 -2.551
C 0.857 -4.385 0.197
Si -0.802 -1.397 -4.149
C -1.913 0.113 -4.297
C -1.314 -2.737 -5.334
C 0.949 -0.882 -4.573
H -5.270 -2.812 -3.005
H -3.826 -3.671 -3.515
H -4.069 -1.981 -3.991
H -4.907 -3.633 -0.280
H -3.452 -3.344 0.671
H -3.424 -4.497 -0.667
H -5.107 -0.561 -0.796
H -3.911 0.224 -1.831
H -3.532 -0.138 -0.137
H 2.222 -3.188 -3.379
H 2.995 -4.175 -2.140
H 2.673 -2.471 -1.827
H -0.278 -4.995 -3.613
H -1.211 -5.434 -2.174
H 0.374 -6.151 -2.445
H 1.257 -3.572 0.808
H 1.573 -5.211 0.244
H -0.075 -4.733 0.643
H -2.969 -0.154 -4.359
H -1.659 0.653 -5.214
H -1.791 0.807 -3.462
H -2.273 -3.197 -5.107
H -0.558 -3.521 -5.404
H -1.393 -2.281 -6.326
H 1.484 -0.385 -3.766
H 0.902 -0.191 -5.421
H 1.546 -1.737 -4.893
*
```

Q: Which ΔE to the lowest compared entry with this formula, charge and spin values were calculated for the entries above? A: 0.0; 49.5; 7.7; 60.4; 7.6; 1.9; 43.3; 94.0; 0.0; 7.7; 2.9, in kcal/mol.